[1]
DFT (the ωB97M-V functional and the def2-TZVPD basis) results for a cluster of 17 separate species, C78H207N17O12 in total.

As for the electronic energy: -4929.3996 hartree. The LUMO energy comes out at 0.38 eV. As for the frontier orbital gap: 8.570 eV. The calculation puts the largest force on an atom at 3.14 eV/Å.

Geometry (Å):
C 1.60 1.48 2.93
C 1.95 0.07 3.19
N 3.15 -0.12 3.98
C 3.04 0.38 5.31
C 2.04 -0.32 6.20
C 3.68 -1.50 3.91
C 5.03 -1.69 4.53
H 1.52 2.00 3.87
H 0.64 1.61 2.39
H 2.43 1.93 2.34
H 1.04 -0.35 3.68
H 2.11 -0.38 2.20
H 4.04 0.24 5.66
H 2.93 1.48 5.37
H 2.31 -1.34 6.25
H 2.05 0.03 7.23
H 1.02 -0.21 5.88
H 3.68 -1.76 2.83
H 3.01 -2.21 4.44
H 5.42 -2.68 4.49
H 4.91 -1.48 5.61
H 5.71 -0.94 4.15
C -3.23 5.52 -5.39
C -2.04 6.18 -4.68
N -2.06 5.84 -3.25
C -1.43 4.51 -3.09
C -1.13 4.17 -1.64
C -1.53 6.92 -2.40
C -0.04 7.32 -2.63
H -4.25 5.86 -5.09
H -3.20 4.45 -5.27
H -3.22 5.64 -6.49
H -1.07 5.90 -5.16
H -2.09 7.25 -4.79
H -2.24 3.81 -3.48
H -0.58 4.30 -3.77
H -0.51 3.29 -1.61
H -0.63 5.03 -1.18
H -2.07 3.88 -1.15
H -1.73 6.66 -1.35
H -2.10 7.88 -2.52
H 0.22 8.14 -1.95
H 0.15 7.60 -3.67
H 0.67 6.50 -2.37
C 0.22 3.72 -6.80
C 1.10 3.12 -5.81
N 1.97 2.11 -6.38
C 2.99 2.53 -7.28
C 3.96 3.62 -6.69
C 2.59 1.32 -5.22
C 1.47 0.49 -4.50
H -0.49 4.38 -6.33
H -0.35 2.94 -7.34
H 0.80 4.35 -7.54
H 1.71 3.88 -5.32
H 0.37 2.67 -5.12
H 3.57 1.63 -7.60
H 2.62 2.99 -8.18
H 3.52 4.57 -6.62
H 4.32 3.29 -5.71
H 4.83 3.55 -7.33
H 3.10 2.00 -4.48
H 3.32 0.62 -5.66
H 0.73 0.07 -5.15
H 1.04 1.13 -3.73
H 1.87 -0.34 -3.96
C 1.47 -4.02 -4.62
C 2.22 -5.23 -4.21
N 1.90 -6.43 -4.94
C 2.65 -7.63 -4.42
C 2.20 -8.97 -4.94
C 2.01 -6.31 -6.36
C 3.35 -5.79 -6.92
H 0.43 -4.07 -4.35
H 1.58 -3.70 -5.63
H 1.74 -3.20 -3.94
H 3.32 -5.08 -4.29
H 2.04 -5.50 -3.16
H 3.71 -7.50 -4.61
H 2.54 -7.56 -3.33
H 2.74 -9.76 -4.43
H 1.11 -9.09 -4.77
H 2.44 -9.13 -6.01
H 1.27 -5.57 -6.72
H 1.73 -7.24 -6.84
H 3.29 -5.87 -8.01
H 4.24 -6.34 -6.63
H 3.41 -4.77 -6.59
C 2.27 -1.99 -0.47
C 1.20 -1.11 -1.12
N 0.25 -0.53 -0.12
C -0.82 -1.42 0.24
C -1.65 -0.81 1.33
C -0.31 0.73 -0.60
C -1.18 0.64 -1.89
H 1.80 -2.77 0.13
H 2.95 -1.47 0.24
H 2.88 -2.40 -1.28
H 1.70 -0.27 -1.57
H 0.74 -1.70 -1.96
H -1.43 -1.66 -0.62
H -0.40 -2.36 0.58
H -0.88 -0.47 1.99
H -2.34 -0.07 0.99
H -2.20 -1.52 1.92
H 0.58 1.33 -0.85
H -0.86 1.30 0.18
H -2.03 -0.05 -1.71
H -0.58 0.27 -2.72
H -1.50 1.66 -2.07
C 0.18 8.43 3.05
C 0.93 7.57 2.01
C 0.03 6.52 1.41
O -0.38 5.52 2.26
C 0.50 4.36 2.37
N 1.46 8.44 0.97
H -0.19 7.74 3.80
H -0.69 8.95 2.57
H 0.84 9.18 3.53
H 1.80 7.11 2.46
H 0.48 6.09 0.52
H -0.90 7.02 1.13
H 1.48 4.70 2.80
H 0.67 3.91 1.39
H 0.00 3.63 2.96
H 0.73 8.79 0.33
H 2.35 8.18 0.57
C -0.09 -7.06 0.28
C -0.90 -5.78 0.12
C -0.72 -4.98 1.39
O 0.56 -4.37 1.40
C 0.84 -3.95 2.68
N -0.50 -5.03 -1.08
H 0.94 -6.86 0.58
H -0.19 -7.72 -0.59
H -0.56 -7.64 1.07
H -1.95 -6.05 0.12
H -0.89 -5.57 2.30
H -1.45 -4.15 1.50
H 0.79 -4.73 3.44
H 0.10 -3.24 3.06
H 1.80 -3.44 2.79
H -1.13 -4.20 -1.15
H 0.45 -4.74 -0.92
C 3.28 5.01 -2.21
C 3.11 4.14 -0.98
C 3.24 2.66 -1.24
O 4.36 2.35 -1.94
C 4.45 0.94 -2.02
N 3.98 4.68 0.11
H 4.27 4.78 -2.61
H 3.13 6.07 -2.02
H 2.61 4.63 -3.01
H 2.07 4.27 -0.59
H 2.35 2.35 -1.84
H 3.17 2.15 -0.27
H 3.70 0.44 -2.64
H 4.42 0.51 -1.00
H 5.42 0.76 -2.48
H 4.04 4.02 0.89
H 4.90 4.87 -0.23
C -6.32 -1.13 7.17
C -5.22 -2.19 7.17
C -4.97 -2.54 5.76
O -4.17 -3.70 5.68
C -4.78 -4.87 5.19
N -4.04 -1.82 7.96
H -5.94 -0.26 6.68
H -6.57 -0.78 8.20
H -7.27 -1.50 6.66
H -5.61 -3.13 7.66
H -4.42 -1.73 5.25
H -5.90 -2.65 5.24
H -3.94 -5.54 4.99
H -5.30 -4.76 4.24
H -5.44 -5.39 5.91
H -3.29 -2.48 7.79
H -3.75 -0.86 7.66
C 2.94 -7.26 3.45
C 4.01 -6.42 4.16
C 5.41 -7.11 4.24
O 5.24 -8.41 4.78
C 6.41 -9.17 4.84
N 4.31 -5.12 3.53
H 3.12 -7.38 2.39
H 1.97 -6.84 3.59
H 3.00 -8.25 3.91
H 3.79 -6.28 5.20
H 6.08 -6.51 4.90
H 5.89 -7.15 3.25
H 6.90 -9.35 3.85
H 6.13 -10.09 5.36
H 7.20 -8.66 5.46
H 4.74 -5.20 2.57
H 3.46 -4.56 3.48
C 5.68 3.05 3.92
C 6.15 2.64 2.55
C 7.56 2.04 2.51
O 7.66 1.37 1.29
C 8.86 0.70 1.12
N 5.15 1.72 1.96
H 4.67 3.51 3.93
H 6.32 3.80 4.44
H 5.62 2.15 4.57
H 6.06 3.55 1.95
H 7.75 1.37 3.34
H 8.25 2.88 2.55
H 8.95 -0.13 1.82
H 9.76 1.35 1.21
H 8.80 0.34 0.09
H 5.41 1.31 1.06
H 4.88 0.95 2.58
C -6.40 0.06 3.19
C -5.17 1.01 3.30
C -4.75 1.70 1.97
O -3.75 2.66 2.26
C -3.35 3.40 1.16
N -5.36 2.00 4.37
H -6.77 -0.28 4.15
H -6.20 -0.80 2.55
H -7.29 0.65 2.83
H -4.33 0.39 3.63
H -5.60 2.11 1.46
H -4.37 0.94 1.27
H -4.29 3.82 0.74
H -2.90 2.81 0.40
H -2.69 4.21 1.43
H -6.23 2.52 4.25
H -4.66 2.73 4.35
C -2.57 1.42 -5.87
C -3.84 0.57 -5.77
C -5.01 1.30 -5.21
O -4.77 1.76 -3.91
C -4.50 0.74 -2.99
N -4.26 0.03 -7.06
H -1.74 0.76 -6.11
H -2.31 1.88 -4.92
H -2.79 2.23 -6.63
H -3.65 -0.30 -5.11
H -5.86 0.59 -5.23
H -5.27 2.18 -5.75
H -4.49 1.17 -1.98
H -3.53 0.22 -3.18
H -5.29 -0.03 -3.01
H -3.56 -0.56 -7.47
H -4.47 0.79 -7.72
C 3.54 -5.65 -0.79
C 5.04 -5.26 -0.87
C 5.34 -4.61 -2.22
O 4.72 -3.38 -2.27
C 4.91 -2.70 -3.47
N 5.49 -4.45 0.26
H 2.89 -4.81 -1.10
H 3.30 -6.03 0.20
H 3.47 -6.45 -1.59
H 5.62 -6.18 -0.89
H 5.13 -5.17 -3.14
H 6.46 -4.40 -2.29
H 4.50 -3.18 -4.36
H 6.01 -2.57 -3.65
H 4.50 -1.73 -3.36
H 5.03 -3.54 0.36
H 6.45 -4.26 0.40
C -4.70 -1.60 -0.25
C -5.31 -2.98 -0.30
C -4.24 -3.97 0.14
O -3.21 -4.12 -0.76
C -3.47 -4.92 -1.90
N -6.30 -3.04 0.76
H -5.22 -0.74 -0.62
H -3.74 -1.58 -0.81
H -4.44 -1.34 0.76
H -5.69 -3.16 -1.31
H -4.63 -4.97 0.37
H -3.89 -3.59 1.10
H -4.31 -4.50 -2.48
H -3.72 -5.92 -1.53
H -2.56 -5.01 -2.48
H -6.65 -4.00 0.92
H -7.11 -2.48 0.53
C -1.59 0.54 5.17
C -2.00 1.61 6.20
C -1.87 2.98 5.61
O -2.07 3.95 6.57
C -0.89 4.53 7.08
N -3.36 1.30 6.68
H -1.57 -0.51 5.50
H -0.71 0.84 4.62
H -2.37 0.54 4.41
H -1.26 1.67 7.05
H -2.61 3.07 4.82
H -0.97 3.14 5.04
H -1.15 5.08 7.96
H -0.46 5.23 6.31
H -0.14 3.83 7.41
H -3.95 1.25 5.84
H -3.75 2.11 7.21
C -6.44 5.76 -3.13
C -6.28 4.96 -1.88
C -7.51 4.14 -1.44
O -8.63 5.04 -1.47
C -9.87 4.36 -1.38
N -5.11 4.03 -1.87
H -5.48 6.19 -3.46
H -7.09 6.63 -2.91
H -6.86 5.28 -4.03
H -6.08 5.68 -1.06
H -7.44 3.77 -0.41
H -7.72 3.31 -2.10
H -9.99 3.72 -2.27
H -10.63 5.16 -1.37
H -9.89 3.69 -0.46
H -5.31 3.36 -2.59
H -4.23 4.43 -2.16

---

[2]
DFT (the ωB97M-V functional and the def2-TZVPD basis) results for a cluster of 2 separate species, C3H4NO in total.

As for the electronic energy: -246.2727 hartree. The net charge is +1. The value obtained for the relative energy (zero: lowest compared OMol25 entry of this formula, charge and spin) is 313.3 kJ/mol. The LUMO energy (alpha / beta) comes out at -5.59 / -5.59 eV. As for the frontier orbital gap (alpha / beta): 8.410 / 8.408 eV. The calculation puts the largest force on an atom at 6.26 eV/Å.

Geometry (Å):
C -0.08 -0.85 0.47
C 2.16 -0.16 -0.01
C -1.79 0.70 -0.36
N -0.98 -0.16 0.07
O 2.87 0.29 0.79
H -0.08 -1.76 1.05
H 1.81 -0.42 -0.91
H -2.14 0.73 -1.39
H -1.77 1.63 0.27

---

[3]
DFT (the ωB97M-V functional and the def2-TZVPD basis) results for an isolated molecule of C4H6ClNS.

As for the electronic energy: -1069.0738 hartree. The value obtained for the relative energy (zero: lowest compared OMol25 entry of this formula, charge and spin) is 170.0 kJ/mol. The LUMO energy comes out at 0.74 eV. As for the frontier orbital gap: 9.740 eV. The calculation puts the largest force on an atom at 3.20 eV/Å.

Geometry (Å):
C 2.60 0.54 0.39
N 1.38 0.28 0.19
S 0.91 -1.19 -0.57
C -0.71 -1.18 0.26
C -1.63 -0.07 -0.15
C -1.32 1.04 -0.80
Cl -3.37 -0.28 0.15
H 3.50 0.03 0.20
H 2.72 1.31 1.19
H -0.50 -1.26 1.33
H -1.17 -2.16 -0.03
H -2.15 1.74 -1.10
H -0.26 1.19 -1.05

---

[4]
DFT (the ωB97M-V functional and the def2-TZVPD basis) results for an isolated molecule of C4H9FO2S3.

As for the electronic energy: -1602.6474 hartree. The value obtained for the relative energy (zero: lowest compared OMol25 entry of this formula, charge and spin) is 0.0 kJ/mol. The LUMO energy comes out at 0.35 eV. As for the frontier orbital gap: 9.847 eV. The calculation puts the largest force on an atom at 3.42 eV/Å.

Geometry (Å):
C -2.00 0.54 -1.61
C -1.44 0.07 -0.27
S -1.66 1.38 0.98
S -2.07 -1.54 0.16
S 0.40 -0.04 -0.59
O 0.65 -1.38 -1.03
O 0.80 1.13 -1.32
C 1.14 0.04 1.03
C 2.63 -0.31 0.90
F 3.11 0.18 -0.26
H -1.90 -0.01 -2.52
H -1.73 1.62 -1.80
H -3.06 0.67 -1.53
H -1.42 0.73 2.05
H -0.94 -2.18 0.14
H 0.66 -0.55 1.79
H 0.93 1.00 1.44
H 3.32 -0.01 1.65
H 2.58 -1.34 0.79

---

[5]
DFT (the ωB97M-V functional and the def2-TZVPD basis) results for an isolated molecule of C5H5ClFN.

As for the electronic energy: -808.1942 hartree. The value obtained for the relative energy (zero: lowest compared OMol25 entry of this formula, charge and spin) is 300.0 kJ/mol. The LUMO energy comes out at 0.79 eV. As for the frontier orbital gap: 10.140 eV. The calculation puts the largest force on an atom at 6.80 eV/Å.

Geometry (Å):
H 0.20 -0.25 3.28
N 0.53 -0.54 2.36
C 0.88 0.45 1.66
C 1.41 0.23 0.30
Cl 2.66 1.37 -0.42
C 0.72 -0.62 -0.73
C -0.39 -0.34 -1.71
C 1.62 -1.39 -0.19
F 2.38 -2.38 -0.15
H 0.94 1.54 1.94
H -1.37 -0.53 -1.27
H -0.18 -0.89 -2.57
H -0.24 0.78 -1.88

---

[6]
DFT (the ωB97M-V functional and the def2-TZVPD basis) results for a cluster of 2 separate species, C6H18N3 in total.

As for the electronic energy: -403.3664 hartree. The net charge is +1. The value obtained for the relative energy (zero: lowest compared OMol25 entry of this formula, charge and spin) is 299.9 kJ/mol. The LUMO energy comes out at -2.89 eV. As for the frontier orbital gap: 11.058 eV. The calculation puts the largest force on an atom at 4.66 eV/Å.

Geometry (Å):
C 1.24 -1.46 2.45
C 1.20 0.12 2.52
C -0.20 -1.70 0.37
N 0.88 -1.97 1.09
N -1.14 -0.96 0.99
N -0.64 -2.11 -0.84
H 2.11 -1.94 2.66
H 0.77 -1.76 3.43
H 1.96 0.73 2.00
H 1.73 0.17 3.51
H 1.56 -2.57 0.74
H -1.15 -0.69 2.00
H -2.10 -0.80 0.75
H -0.29 -2.92 -1.33
H -0.94 -1.31 -1.49
H 0.33 0.81 2.35
C -0.57 1.41 -2.55
C -1.69 2.10 -1.70
C 0.74 1.49 -1.67
H -0.65 0.42 -3.03
H -0.44 1.96 -3.53
H -2.54 2.11 -2.37
H 1.18 2.51 -1.61
H 0.65 1.24 -0.59
H -1.37 2.92 -1.09
H -2.09 1.44 -0.90
H 1.46 0.74 -2.15

---

[7]
DFT (the ωB97M-V functional and the def2-TZVPD basis) results for the ion C4H10NS with charge +1.

As for the electronic energy: -611.0350 hartree. The net charge is +1. The value obtained for the relative energy (zero: lowest compared OMol25 entry of this formula, charge and spin) is 179.2 kJ/mol. The LUMO energy comes out at -3.47 eV. As for the frontier orbital gap: 10.269 eV. The calculation puts the largest force on an atom at 4.59 eV/Å.

Geometry (Å):
C 0.36 -2.12 0.04
C 0.85 -0.72 -0.18
N 0.22 0.25 0.77
C -0.06 1.55 0.22
C -1.23 1.65 -0.83
S -1.63 2.22 0.79
H 0.49 -2.29 1.11
H -0.68 -2.34 -0.22
H 1.04 -2.82 -0.42
H 0.62 -0.46 -1.20
H 1.79 -0.46 -0.02
H 0.95 0.31 1.52
H -0.69 -0.15 0.97
H 0.79 2.20 0.10
H -1.21 2.47 -1.64
H -1.60 0.71 -1.01

---

[8]
DFT (the ωB97M-V functional and the def2-TZVPD basis) results for a cluster of 2 separate species, C5H15N2O in total.

As for the electronic energy: -383.3485 hartree. The net charge is +2. The value obtained for the relative energy (zero: lowest compared OMol25 entry of this formula, charge and spin) is 687.5 kJ/mol. As for the spin multiplicity: 2. The LUMO energy (alpha / beta) comes out at -12.62 / -12.52 eV. As for the frontier orbital gap (alpha / beta): 4.524 / 4.685 eV. The calculation puts the largest force on an atom at 5.81 eV/Å.

Geometry (Å):
N -0.71 2.80 -1.21
C -0.33 0.47 1.11
C 0.85 0.47 2.07
O 0.60 1.38 3.17
C -0.06 0.10 -0.29
N 0.46 -1.22 -0.52
C -0.37 -2.30 0.12
C 0.63 -1.45 -1.97
H -1.13 3.15 -2.06
H -1.36 2.63 -0.45
H 0.19 3.21 -0.92
H -1.27 0.50 1.47
H 1.00 -0.45 2.62
H 1.74 0.82 1.61
H -0.39 1.30 3.42
H 0.83 0.64 -0.80
H -0.84 0.24 -1.06
H -1.32 -2.30 -0.53
H 0.16 -3.24 0.12
H -0.44 -2.11 1.19
H -0.31 -1.23 -2.51
H 1.34 -0.88 -2.46
H 0.74 -2.53 -2.12

---

[9]
DFT (the ωB97M-V functional and the def2-TZVPD basis) results for the ion C5H10NO with charge -1.

As for the electronic energy: -326.4528 hartree. The net charge is -1. The value obtained for the relative energy (zero: lowest compared OMol25 entry of this formula, charge and spin) is 85.3 kJ/mol. The LUMO energy comes out at 3.92 eV. As for the frontier orbital gap: 5.994 eV. The calculation puts the largest force on an atom at 3.13 eV/Å.

Geometry (Å):
O 1.27 0.99 2.64
C 0.26 1.12 1.80
C 0.66 0.47 0.33
C 0.47 -1.04 0.28
C -0.64 -1.31 -0.85
C -0.87 0.05 -1.52
N 0.00 1.01 -0.86
H -0.68 0.55 2.01
H -0.05 2.15 1.51
H 1.71 0.77 0.37
H 1.35 -1.59 -0.06
H 0.17 -1.28 1.30
H -0.25 -2.26 -1.22
H -1.53 -1.62 -0.30
H -0.62 0.09 -2.58
H -1.90 0.39 -1.40
H 0.64 1.50 -1.46

---

> Number 9 is which compound?

C5H10NO

---

> The highest electronic energy belongs to which entry?

C3H4NO

---

> Which formula does entry 8 have?

C5H15N2O